# 1
73
Properties=species:S:1:pos:R:3:forces:R:3:lowdin_charge:R:1 method="wB97M-V/def2-TZVPD" s2=6.02 charge=+2 relative_energy_kcal_mol=17.56 homo_lumo_gap_ev="6.390 / 6.334" lumo_ev="-7.4 / -8.1" multiplicity=5
P -3.1371 1.0593 -1.5426 -1.10 -2.68 -3.52 1.036
P -2.1631 -2.6097 -0.6818 1.80 -4.66 -0.79 1.030
C -3.8219 -0.6458 -2.1483 0.10 0.33 0.20 -0.329
C -3.7758 -1.8987 -1.2518 -0.08 1.05 -0.32 -0.277
H -3.3350 -0.9046 -3.1012 -0.59 0.33 0.44 0.060
H -4.8811 -0.4522 -2.3670 0.22 -0.03 0.01 0.103
H -4.4472 -1.8022 -0.3793 0.57 0.00 -0.15 0.102
H -4.1870 -2.7211 -1.8634 0.28 0.04 0.32 0.116
C -1.7630 -3.9654 -1.8820 -0.87 -0.01 0.00 -0.174
H -0.8108 -4.4477 -1.5935 -0.57 0.27 -0.10 0.078
H -1.6615 -3.5449 -2.8954 -0.10 -0.27 0.32 0.062
H -2.5771 -4.7054 -1.8447 0.30 0.13 -0.33 0.067
C -2.7084 -3.5621 0.7939 0.04 0.58 0.04 -0.155
H -3.3314 -4.3955 0.4349 0.08 0.34 0.19 0.079
H -3.2901 -2.8971 1.4506 0.14 -0.40 -0.06 0.069
H -1.8469 -3.9637 1.3446 -0.34 0.12 -0.20 0.072
C -3.8323 1.9779 -3.0159 0.70 0.44 0.43 -0.180
H -3.3562 2.9642 -3.0374 -0.28 -0.03 -0.13 0.052
H -4.9231 2.0923 -2.9184 0.42 -0.08 0.12 0.071
H -3.6125 1.4813 -3.9737 0.08 -0.02 0.49 0.067
C -4.3559 1.3125 -0.2030 0.89 0.53 0.53 -0.196
H -4.3084 0.5035 0.5284 0.01 0.16 0.01 0.055
H -5.3579 1.3699 -0.6379 0.25 -0.09 -0.16 0.079
H -4.0998 2.2584 0.2713 -0.26 0.01 0.29 0.038
Pt -1.1932 2.2483 1.3560 0.92 -0.25 1.65 1.132
C -0.2222 -2.4490 -0.2849 -1.04 2.48 1.66 -0.324
C 0.9812 -2.3615 -1.1243 -0.29 0.09 -0.94 -0.041
C 1.0376 -2.2574 -2.5924 0.39 0.65 -0.94 -0.152
C 0.3952 -0.9552 -3.2827 1.24 -1.02 -0.23 -0.136
C -0.9737 -0.6573 -2.8110 -0.42 -0.56 -2.36 -0.120
C -1.0257 0.1842 -1.6987 -2.21 3.89 2.87 -0.170
C -1.1572 -0.1143 -0.2036 0.43 0.22 1.54 -0.325
C -0.2987 -1.1479 0.5158 0.68 0.63 0.68 -0.210
C -0.8991 3.2223 -0.3238 0.26 1.00 -0.93 -0.325
H -0.0616 -3.2355 0.4438 -0.59 -0.66 -0.02 0.121
H 1.8923 -2.2625 -0.5116 -0.48 -0.09 -0.40 0.142
H 0.5338 -3.1134 -3.0864 0.58 0.23 0.25 0.108
H 2.1114 -2.1920 -2.8565 -0.66 -0.49 -0.21 0.132
H 1.1563 -0.1435 -3.1990 -0.84 -0.20 0.29 0.146
H 0.2977 -1.1742 -4.3457 0.33 -0.10 -0.04 0.120
H -1.7543 -0.6324 -3.6262 1.04 -0.13 1.24 0.134
H -0.4350 1.1281 -1.8029 -0.05 -0.86 -0.07 0.118
H -2.1995 -0.2481 0.1707 0.55 -0.27 -0.42 0.060
H -0.8531 0.8844 0.2995 0.01 -1.05 -0.83 -0.021
H 0.7108 -0.7656 0.7146 -0.25 0.07 -0.14 0.104
H -0.7744 -1.2781 1.4978 0.08 -0.15 -0.08 0.132
H -0.5517 4.2176 -0.0197 -0.20 0.03 -0.17 0.022
H -1.7643 3.3305 -0.9729 -0.14 0.27 -0.20 -0.033
H -0.0711 2.7809 -0.8947 -0.13 0.02 0.15 0.006
C 5.4129 2.8320 3.2643 -0.07 -0.01 0.11 -0.071
C 4.0996 2.8000 2.4676 -0.55 0.02 -0.15 -0.155
C 3.3867 1.4048 2.3891 -0.55 -0.76 0.53 -0.263
C 4.3792 0.2824 1.9652 -0.09 -0.06 0.41 -0.182
C 5.1832 0.5374 0.7010 -0.13 -0.01 -0.23 -0.081
C 2.8940 0.9786 3.8117 1.37 -0.28 0.88 -0.327
O 3.6508 0.6028 4.7026 -1.59 0.76 -1.63 0.112
N 1.5068 0.9880 4.0499 -0.84 0.17 -0.36 0.219
C 0.5140 1.3512 3.1582 0.92 -0.35 0.81 -0.564
O -0.7253 1.2442 3.3932 0.81 0.39 -0.11 -0.092
N 0.9116 1.7961 1.9668 -0.57 0.17 -0.56 0.054
C 2.1436 1.4212 1.4461 0.84 -0.51 -1.35 -0.368
O 2.2332 1.0477 0.2707 -0.46 0.81 1.41 0.047
H 5.3394 2.2289 4.1829 0.12 0.32 -0.33 0.079
H 5.6020 3.8788 3.5382 0.04 -0.33 0.01 0.087
H 6.2770 2.4906 2.6715 -0.41 0.02 0.25 0.079
H 3.3759 3.5081 2.9064 0.27 -0.13 -0.16 0.124
H 4.2942 3.1326 1.4374 -0.18 -0.09 0.22 0.124
H 5.0510 0.1630 2.8290 -0.19 -0.05 -0.33 0.120
H 3.8279 -0.6739 1.8689 0.14 0.40 0.06 0.126
H 5.8551 1.4013 0.8084 -0.21 -0.32 -0.13 0.075
H 5.7872 -0.3556 0.4989 0.00 0.29 -0.01 0.086
H 4.5007 0.6939 -0.1441 0.41 0.04 0.15 0.066
H 1.2014 0.7342 4.9683 0.01 -0.27 0.54 0.165



# 2
85
Properties=species:S:1:pos:R:3:forces:R:3:lowdin_charge:R:1 method="wB97M-V/def2-TZVPD" relative_energy_kcal_mol=0.00 homo_lumo_gap_ev=8.636 lumo_ev=-0.2 multiplicity=1
C 11.6555 5.5376 -8.0405 0.29 0.58 -0.59 0.011
C 12.0092 5.0865 -9.4533 -1.59 0.68 -0.04 -0.501
O 11.4580 5.6915 -10.3896 1.38 -1.44 0.63 0.008
N 12.7713 3.9701 -9.5771 -0.38 1.31 -0.34 0.022
C 13.0851 3.4226 -10.8908 -0.11 -0.43 -0.23 -0.081
H 10.5887 5.3685 -7.8945 0.14 -0.66 0.30 0.096
H 11.6846 6.6270 -8.0243 0.37 0.02 -0.09 0.061
H 12.3293 5.1766 -7.2634 -0.36 -0.23 0.12 0.074
H 13.0634 3.5855 -8.6901 0.22 -0.33 -0.57 0.129
H 13.6831 2.5223 -10.7495 -0.06 0.08 -0.15 0.086
H 13.5857 4.0967 -11.5859 0.45 0.35 0.65 0.060
H 12.1903 3.1944 -11.4700 -0.33 -0.35 0.47 0.084
C 16.6462 7.5686 -0.7325 -0.64 -0.64 -0.71 0.010
C 16.3783 6.0591 -0.6428 0.73 0.68 0.43 -0.578
O 17.2154 5.3429 -0.1650 1.86 -0.90 0.68 0.040
N 15.2353 5.4885 -1.0206 -1.76 0.11 -0.97 0.004
C 14.0768 6.1389 -1.5431 -0.59 -0.20 -1.40 -0.099
H 17.7251 7.7120 -0.6720 -0.25 -0.04 0.48 0.084
H 16.0659 8.0576 0.0500 0.31 0.20 0.07 0.087
H 16.3434 7.9931 -1.6897 -0.23 0.00 -0.03 0.065
H 15.1559 4.4817 -1.0334 0.67 0.15 0.51 0.146
H 13.7137 5.5633 -2.3945 -0.10 -0.32 0.01 0.064
H 14.3112 7.0710 -2.0573 -0.10 0.32 0.76 0.076
H 13.2312 6.1593 -0.8556 0.16 0.59 0.22 0.088
C 14.2194 12.2257 -8.6973 -1.11 1.24 -1.19 -0.046
C 15.4312 11.6868 -8.0809 0.66 2.04 4.06 -0.600
O 15.7797 12.0263 -6.9365 -0.53 -0.07 -0.35 0.004
N 16.1499 10.8457 -8.7607 0.14 -1.49 -1.92 0.015
C 17.3336 10.1466 -8.2869 0.01 0.30 -0.30 -0.037
H 13.9278 13.2175 -8.3519 0.21 -0.34 0.88 0.067
H 13.3795 11.5488 -8.5406 -0.05 0.05 -0.28 0.046
H 14.3729 12.4994 -9.7411 -0.06 -0.87 -0.48 0.090
H 15.6919 10.6588 -9.6413 0.85 -0.65 -0.26 0.142
H 18.1731 10.4587 -8.9081 0.11 -0.37 -0.07 0.085
H 17.1670 9.0702 -8.3278 0.20 0.01 -0.07 0.055
H 17.5846 10.4432 -7.2685 -0.45 0.07 -0.08 0.087
C 10.4198 6.7736 -13.5789 -0.16 -0.85 0.53 -0.006
C 10.3712 8.0732 -12.8140 1.11 -0.06 -0.54 -0.558
O 10.4040 9.0977 -13.4757 -0.40 0.78 0.42 0.020
N 10.4401 8.0057 -11.4632 -0.48 0.22 -0.48 0.014
C 10.5106 9.1588 -10.5938 0.02 -0.24 -0.18 -0.109
H 11.1455 6.8233 -14.3907 -0.15 0.32 0.05 0.082
H 9.4346 6.5628 -13.9948 0.01 0.04 -0.09 0.081
H 10.7041 5.9357 -12.9424 -0.08 -0.08 0.08 0.054
H 10.5527 7.1054 -11.0194 0.06 0.03 -0.17 0.069
H 11.5001 9.2061 -10.1390 0.14 0.10 0.12 0.066
H 9.7748 9.0336 -9.7994 -0.04 0.27 0.10 0.072
H 10.3418 10.0953 -11.1254 -0.13 -0.41 -0.14 0.033
C 9.1023 12.7388 -8.6065 0.35 0.25 -0.36 -0.926
Cl 10.5338 12.2846 -9.6638 -1.12 0.42 0.82 0.534
Cl 8.1923 11.3672 -7.9577 0.42 0.01 -0.04 0.532
H 9.4971 13.3530 -7.7972 -0.02 -0.35 -0.04 0.015
H 8.3786 13.3162 -9.1818 0.43 -0.13 -0.21 0.025
C 16.3234 4.9436 -9.3152 0.13 -0.17 0.09 -0.970
Cl 15.5085 6.4350 -8.7527 0.03 -0.42 -0.77 0.499
Cl 16.4318 4.7845 -11.1025 -0.07 0.19 0.88 0.523
H 17.3273 4.9136 -8.8916 -0.09 0.29 -0.25 0.025
H 15.7823 4.0907 -8.9055 -0.16 0.19 -0.33 0.016
C 6.9629 9.8364 -2.9515 0.84 -0.47 0.08 -1.060
Cl 5.4742 9.9049 -3.8223 -1.17 -0.27 -0.07 0.534
Cl 8.1305 10.7760 -3.8772 0.70 0.45 0.24 0.506
H 6.8534 10.1895 -1.9261 0.01 0.25 -0.31 0.037
H 7.3669 8.8240 -2.9432 -0.36 0.04 0.05 0.024
C 16.4042 4.7615 -4.9943 -0.10 -0.35 0.07 -1.002
Cl 16.6763 6.2929 -5.8007 0.18 0.36 0.30 0.521
Cl 17.8093 3.6854 -5.2522 -0.51 0.11 0.22 0.501
H 16.2292 4.9328 -3.9322 0.36 -0.06 -0.10 0.018
H 15.5084 4.3126 -5.4236 0.27 -0.09 -0.05 0.027
C 13.1493 12.0417 -4.7507 0.49 -0.48 0.35 -0.987
Cl 12.2943 12.9028 -6.0200 -0.37 0.14 0.21 0.566
Cl 12.3148 12.0148 -3.1454 0.26 0.12 -0.79 0.474
H 13.2750 11.0084 -5.0741 -0.18 0.12 0.09 0.005
H 14.1354 12.4939 -4.6446 -0.29 0.04 0.12 0.028
F 12.8800 6.9345 -4.1374 -0.39 0.39 -0.23 0.039
C 12.4836 7.7949 -5.1108 0.72 1.03 -1.18 -0.249
C 13.3370 8.0006 -6.1998 0.31 -0.58 -0.17 -0.048
C 12.9834 8.8125 -7.2740 -1.57 0.48 1.42 -0.084
C 11.7542 9.4921 -7.1540 0.09 0.06 -0.61 -0.109
C 10.9089 9.3521 -6.0482 1.10 0.13 -1.47 -0.090
C 11.3134 8.5340 -5.0304 -0.38 -0.94 1.54 -0.027
H 14.2886 7.4970 -6.2850 0.00 -0.29 0.39 0.038
H 13.6267 8.8953 -8.1375 0.00 0.14 -0.03 0.092
H 11.4071 10.1512 -7.9360 0.10 0.02 -0.23 0.046
H 9.9561 9.8602 -6.0657 0.04 0.08 0.33 0.055
H 10.6870 8.4790 -4.1523 -0.02 -0.29 0.19 0.111



# 3
73
Properties=species:S:1:pos:R:3:forces:R:3:lowdin_charge:R:1 method="wB97M-V/def2-TZVPD" s2=3.82 charge=+1 homo_lumo_gap_ev="6.240 / 7.221" lumo_ev="-3.1 / -2.3" multiplicity=4
C 1.1274 -1.5118 -4.7030 -0.30 0.13 -0.19 -0.034
C 1.1220 -1.2064 -3.3322 -0.06 -0.06 0.14 -0.349
N -0.0499 -1.2654 -2.6150 0.30 0.71 0.32 0.062
C -1.2036 -1.3947 -3.3029 -0.35 -0.64 -0.04 -0.317
C -1.2579 -1.6858 -4.6622 -0.28 0.54 1.05 -0.033
C -0.0637 -1.7350 -5.3579 0.06 -0.22 -0.05 -0.043
C 2.3489 -0.6646 -2.7718 -0.08 -1.84 1.18 -0.327
P 2.6095 -0.8028 -1.0216 -0.21 0.33 -1.15 0.921
Mn -0.2557 -0.7418 -0.3150 -0.01 1.22 -0.85 0.386
P -2.4022 -0.2914 -0.9852 0.72 -0.75 -0.48 0.836
C -2.5188 -1.2603 -2.5554 -0.37 -0.08 0.20 -0.250
O 2.0879 1.7464 -3.7439 0.62 -0.41 -0.70 -0.089
O -0.2961 2.2253 -3.2451 0.99 1.34 -0.28 -0.147
H 2.0758 -1.4946 -5.2339 -0.22 -0.06 0.04 0.120
H -2.2466 -1.8097 -5.0926 0.34 -0.01 -0.27 0.119
H -0.1020 -1.9388 -6.4111 0.23 -0.09 -0.34 0.114
C 3.6815 -2.1500 -0.4228 0.06 -0.08 0.11 -0.205
C 3.2262 0.7970 -0.4522 -0.02 0.26 0.61 -0.194
H -3.2570 -0.7543 -3.1962 0.23 -0.22 0.04 0.098
H -2.9667 -2.2398 -2.3009 0.38 0.25 -0.15 0.105
H 2.2911 0.7346 -3.5328 -0.56 1.33 0.61 0.011
H 3.2531 -0.8336 -3.3748 -0.23 -0.28 0.37 0.094
C -3.6233 -1.0228 0.1034 -0.62 0.11 0.21 -0.249
C -2.9614 1.3408 -1.5037 -0.24 0.41 0.31 -0.223
H 0.1360 1.6331 -2.0848 0.00 -1.45 1.78 0.090
H -0.4101 3.1785 -2.9918 0.21 -1.13 -0.48 0.097
H 0.7076 2.1171 -3.6397 -1.21 0.09 0.54 0.038
H 2.4632 1.9109 -4.6150 0.05 0.24 -0.10 0.079
H 1.3835 -1.3033 -0.3823 1.42 0.17 -0.31 -0.022
H 0.3448 1.0659 -1.2803 -0.16 0.93 -1.27 0.022
H 4.6650 -2.1128 -0.9269 -0.45 0.03 0.33 0.067
H 3.7951 -2.0874 0.6798 0.04 0.05 -0.64 0.059
H 3.1921 -3.1099 -0.6647 0.21 0.41 0.02 0.062
H 4.3239 0.8454 -0.5591 -0.38 -0.25 0.05 0.072
H 2.7907 1.5910 -1.0794 0.00 -0.47 0.26 0.046
H 2.9592 0.9663 0.6023 0.14 0.00 -0.28 0.062
H -3.9546 1.2653 -1.9654 0.19 0.03 0.12 0.063
H -3.0221 1.9870 -0.6222 -0.03 0.01 -0.12 0.057
H -2.2595 1.7864 -2.2166 -0.12 -0.29 0.15 0.025
H -4.6430 -0.8097 -0.2467 0.17 -0.15 0.24 0.062
H -3.4574 -2.1082 0.1463 -0.06 0.30 -0.03 0.050
H -3.4612 -0.6110 1.1081 -0.22 -0.08 -0.22 0.048
C -0.2048 2.0697 5.8498 -0.04 0.09 0.19 -0.046
C -0.2124 1.9731 4.3597 0.19 -0.16 -0.93 -0.269
C -0.2541 3.1208 3.5759 -0.04 0.29 0.14 -0.033
C -0.2343 3.0808 2.1827 0.19 -0.54 0.36 -0.280
C -0.2926 4.3703 1.4133 -0.01 0.11 -0.16 -0.051
C -0.1465 1.8398 1.5568 -0.07 -0.39 0.00 -0.026
C -0.1350 0.6239 2.2962 -0.18 0.51 1.05 -0.262
C -0.1582 0.7296 3.7215 -0.08 0.15 -0.39 -0.012
N -0.1286 -0.5921 1.6213 0.13 0.00 -1.64 -0.083
C -0.1633 -1.8837 2.3117 -0.19 0.22 -0.21 -0.640
C 1.0991 -2.0821 3.1536 0.10 -0.24 0.16 -0.028
C -1.4488 -2.0440 3.1294 -0.15 -0.29 0.23 -0.030
C -0.1781 -2.9981 1.2487 0.08 -0.22 0.08 -0.071
H 0.6874 2.5760 6.2192 0.09 -0.03 -0.07 0.087
H -1.0527 2.6522 6.2065 -0.11 -0.03 0.04 0.085
H -0.2429 1.0827 6.2988 -0.03 -0.10 0.15 0.074
H -0.2989 4.0907 4.0625 -0.03 -0.02 0.03 0.122
H -1.1735 4.9504 1.7062 0.11 -0.05 -0.05 0.085
H 0.5855 4.9996 1.5977 -0.11 -0.14 0.04 0.086
H -0.3479 4.1921 0.3387 -0.01 -0.02 -0.02 0.063
H -0.0931 1.7963 0.4612 -0.09 0.01 0.48 0.044
H -0.1637 -0.1532 4.3637 0.05 0.48 -0.34 0.085
H 1.2564 -1.2545 3.8479 0.15 -0.27 -0.18 0.068
H 0.9921 -3.0072 3.7370 0.23 0.17 -0.13 0.095
H 1.9825 -2.1640 2.4959 -0.29 0.02 0.27 0.075
H -1.6215 -1.1972 3.7962 -0.11 -0.25 -0.18 0.070
H -2.3200 -2.1437 2.4597 0.33 0.01 0.28 0.071
H -1.3622 -2.9506 3.7441 -0.24 0.16 -0.12 0.094
H -1.0663 -2.9354 0.5811 0.41 0.01 0.26 0.075
H 0.7571 -3.0258 0.6566 -0.39 0.02 0.20 0.063
H -0.2321 -3.9613 1.7737 -0.08 0.13 -0.26 0.104